DFT (ωB97M-V/def2-TZVPD) results for 6 unconnected molecules or ions with the total composition C23H46N9O13P.

Geometry (Å):
N1 3.6467 3.4710 1.2910
C1 2.5895 3.3004 0.5241
O1 1.3586 2.6307 -0.0066
C2 0.1561 3.4320 0.3920
C3 -1.1295 2.4782 0.8148
P1 -0.5890 1.1735 2.1461
O2 -1.6605 1.0140 3.3214
O3 -0.5003 -0.3842 1.3213
O4 0.9846 1.5269 2.8033
C4 -2.2661 3.5126 1.4459
N2 -2.7292 4.4199 0.3277
C5 -1.5492 5.1414 -0.3412
N3 -1.8140 6.4677 -0.7054
C6 -0.8039 7.4019 -1.3371
O5 -0.8034 7.6654 -2.6558
O6 0.2840 8.0345 -0.5277
N4 -0.1819 4.5412 -0.5756
C7 0.0731 4.1801 -2.0183
C8 -0.6243 2.7904 -2.5330
O7 -1.9509 2.6701 -2.6926
O8 0.3196 1.6710 -2.8659
H1 0.4872 3.9694 1.4058
H2 -1.6228 1.9123 -0.0821
H3 -1.3659 -0.4929 0.8062
H4 1.4984 0.6490 2.8887
H5 -1.7691 4.1850 2.2882
H6 -3.1062 2.8542 1.9292
H7 -3.3255 3.9327 -0.3762
H8 -2.7838 6.8724 -0.5368
H9 1.2555 4.1827 -2.1827
H10 -0.3293 5.0398 -2.7424
H11 1.1394 2.1689 -3.2149
C9 1.5133 -1.4067 -1.7583
C10 1.0649 -2.7703 -1.3112
O9 -0.1149 -3.0259 -1.0791
N5 2.0101 -3.7417 -1.1637
C11 3.4334 -3.6468 -1.3832
H12 0.6462 -0.7434 -1.8290
H13 2.2122 -0.9847 -1.0314
H14 1.9804 -1.4703 -2.7447
H15 1.6288 -4.6303 -0.8603
H16 3.7084 -4.3802 -2.1462
H17 3.9384 -3.8985 -0.4467
H18 3.7409 -2.6513 -1.7070
C12 -6.8953 5.9193 -2.6047
C13 -5.4315 5.6029 -2.7371
O10 -4.5660 6.2705 -2.1745
N6 -5.0709 4.5387 -3.5092
C14 -5.9237 3.6374 -4.2461
H19 -7.0220 6.7931 -1.9586
H20 -7.3190 6.1511 -3.5854
H21 -7.4218 5.0755 -2.1510
H22 -4.0689 4.3917 -3.5477
H23 -5.7437 2.6235 -3.8784
H24 -5.6418 3.6904 -5.3012
H25 -6.9816 3.8815 -4.1389
C15 -0.4745 -3.4019 4.2545
C16 0.1408 -2.0439 4.4487
O11 0.8229 -1.5060 3.5788
N7 -0.0748 -1.4036 5.6329
C17 -0.8375 -1.8582 6.7705
H26 -0.2127 -3.7818 3.2624
H27 -0.0894 -4.0987 5.0035
H28 -1.5635 -3.3331 4.3211
H29 0.3723 -0.4957 5.6857
H30 -1.6319 -1.1308 6.9588
H31 -0.1696 -1.8903 7.6356
H32 -1.2765 -2.8444 6.6124
C18 -1.2032 -8.4967 -1.3782
C19 -0.2815 -7.3504 -1.0674
O12 0.8899 -7.5256 -0.7379
N8 -0.7772 -6.0836 -1.1589
C20 -2.1098 -5.6680 -1.5251
H33 -0.6627 -9.4407 -1.2609
H34 -2.0497 -8.4956 -0.6865
H35 -1.5542 -8.4263 -2.4112
H36 -0.0953 -5.3683 -0.9343
H37 -2.0342 -5.0231 -2.4049
H38 -2.5257 -5.0919 -0.6941
H39 -2.7647 -6.5119 -1.7472
C21 7.7016 -1.5177 -0.2705
C22 6.5106 -2.4122 -0.0661
O13 5.8191 -2.8029 -1.0044
N9 6.2027 -2.7921 1.2066
C23 6.8806 -2.4465 2.4329
H40 7.8171 -1.3034 -1.3372
H41 7.5552 -0.5718 0.2575
H42 8.6091 -2.0152 0.0817
H43 5.3885 -3.3932 1.2604
H44 7.2091 -3.3732 2.9115
H45 6.1637 -1.9414 3.0858
H46 7.7416 -1.7975 2.2660

Properties
E, eV: -73907.046

Here are the Löwdin charges for atoms 1 to 2, given in e:
1 N 0.137
2 C -0.115



DFT (ωB97M-V/def2-TZVPD) results for a molecular structure, C40H47AsGeN3PdS2.

Geometry (Å):
Pd1 0.7879 0.1183 1.1009
S1 0.7102 0.1735 3.3940
C1 -0.4154 -1.0867 3.9322
C2 -0.4950 -1.2249 5.3234
C3 -1.3422 -2.1547 5.8925
C4 -2.1224 -2.9796 5.0902
C5 -2.0487 -2.8565 3.7157
C6 -1.1971 -1.9195 3.1286
As1 -1.0759 -1.7147 1.2125
C7 -2.1525 -3.2174 0.6071
C8 -1.6875 -4.5286 0.5951
C9 -2.5368 -5.5543 0.2055
C10 -3.8449 -5.2812 -0.1724
C11 -4.3117 -3.9758 -0.1595
C12 -3.4650 -2.9459 0.2273
C13 0.6764 -2.6155 0.9227
C14 1.5495 -2.9586 1.9509
C15 2.7287 -3.6390 1.6773
C16 3.0504 -3.9975 0.3742
C17 2.1733 -3.6827 -0.6551
C18 0.9972 -3.0014 -0.3769
H1 0.1118 -0.5849 5.9520
H2 -1.3943 -2.2372 6.9705
H3 -2.7779 -3.7166 5.5341
H4 -2.6583 -3.4956 3.0899
H5 -0.6766 -4.7585 0.9013
H6 -2.1741 -6.5741 0.2021
H7 -4.5007 -6.0880 -0.4727
H8 -5.3316 -3.7586 -0.4489
H9 -3.8330 -1.9261 0.2389
H10 1.3163 -2.7047 2.9759
H11 3.3923 -3.8996 2.4922
H12 3.9656 -4.5366 0.1664
H13 2.3939 -3.9807 -1.6730
H14 0.3072 -2.7954 -1.1890
C19 3.0995 3.2073 2.2715
Ge1 3.6346 2.0042 0.8391
C20 5.5523 1.6995 0.9339
C21 3.2267 2.7674 -0.9180
C22 2.5968 0.3284 1.0423
H15 3.3118 4.2334 1.9705
H16 3.6712 2.9824 3.1718
H17 2.0412 3.1126 2.5108
H18 6.0365 2.6709 0.8213
H19 5.9097 1.0425 0.1414
H20 5.8464 1.2819 1.8963
H21 3.6280 3.7811 -0.9181
H22 2.1590 2.8217 -1.1277
H23 3.7234 2.2023 -1.7092
H24 3.1216 -0.6373 1.0151
N1 0.7764 0.3455 -1.0224
S2 -0.2876 -0.0630 -2.1280
C23 0.5678 -0.9870 -3.3995
C24 -0.1637 -1.3840 -4.5131
C25 0.4641 -2.1269 -5.4971
C26 1.8041 -2.4742 -5.3603
C27 2.5172 -2.0799 -4.2398
C28 1.8976 -1.3320 -3.2446
C29 -0.6863 1.3994 -3.0698
C30 -1.9879 1.8741 -3.0154
C31 -2.2958 3.0768 -3.6394
C32 -1.3053 3.7846 -4.3019
C33 -0.0048 3.2916 -4.3615
C34 0.3108 2.0929 -3.7468
H25 1.5809 0.8158 -1.4214
H26 -1.2081 -1.1116 -4.6133
H27 -0.0909 -2.4361 -6.3723
H28 2.2887 -3.0602 -6.1297
H29 3.5570 -2.3587 -4.1308
H30 2.4380 -1.0424 -2.3530
H31 -2.7547 1.3089 -2.5002
H32 -3.3081 3.4574 -3.6062
H33 -1.5456 4.7235 -4.7827
H34 0.7592 3.8395 -4.8965
H35 1.3200 1.6996 -3.7973
C35 -2.3121 1.8363 0.6353
C36 -3.2449 3.0636 0.4406
N2 -2.6100 4.2647 0.9772
C37 -1.3836 4.5361 0.2321
C38 -0.4563 3.2903 0.2659
N3 -1.0112 2.2660 1.1621
C39 -1.2382 2.8628 2.4878
C40 -2.2619 4.0272 2.3788
H36 -2.1406 1.3072 -0.3043
H37 -2.7378 1.1210 1.3420
H38 -4.1971 2.9175 0.9527
H39 -3.4575 3.2365 -0.6174
H40 -0.9001 5.4041 0.6835
H41 -1.6460 4.7965 -0.7959
H42 0.5468 3.5456 0.6151
H43 -0.3671 2.8469 -0.7272
H44 -0.2772 3.2040 2.8760
H45 -1.5920 2.0772 3.1550
H46 -1.8555 4.9501 2.7949
H47 -3.1791 3.7938 2.9217

Properties
E, eV: -189208.802
Net charge: +1

Here are the Löwdin charges for atoms 1 to 2, given in e:
1 Pd 0.556
2 S 0.632



no.,largest force on an atom (eV/A),frontier orbital gap (eV),E_HOMO (eV)
1,12.01,6.79,-8.2698
2,1.24,5.68,-9.8284